[1]
Computed, not measured: the molecule C3H2ClFS2 in a non-equilibrium geometry, with ωB97M-V/def2-TZVPD.

Each line ends with the natural charge from an NBO analysis.
Geometry (Å):
1 C -1.395 1.229 -0.354  0.3484
2 C -0.499 0.258 -0.074  -0.6096
3 C 1.807 -1.233 0.182  -0.4674
4 H -0.901 -0.698 0.456  0.3058
5 H 3.044 -1.132 0.553  0.2856
6 F -2.474 1.186 0.561  -0.3425
7 S 0.947 0.232 -0.620  0.4635
8 S 0.799 -2.635 0.527  -0.0006
9 Cl -1.329 2.794 -1.232  0.0167

Computed properties:
M in u: 156.63
SMILES: F/C(Cl)=C/SC=S
Total energy in Eh: -1471.80046
Net charge: 0
Kohn-Sham gap in eV: 7.147

[2]
Computed, not measured: the molecule C3H2ClFS2 in a non-equilibrium geometry, with ωB97M-V/def2-TZVPD.

Each line ends with the natural charge from an NBO analysis.
Geometry (Å):
1 C 0.030 0.095 0.929  -0.3312
2 C 0.381 0.759 -0.346  0.3008
3 C 0.194 -0.045 -1.419  -0.2728
4 H -0.954 -1.773 2.025  0.1567
5 H 0.156 -1.077 -1.142  0.2364
6 F 0.597 2.079 -0.253  -0.2834
7 S -0.496 -1.657 0.804  0.0140
8 S -0.204 0.910 2.300  0.0892
9 Cl 0.297 0.708 -2.897  0.0904

Computed properties:
M in u: 156.63
SMILES: F/C(=C\Cl)C(=S)S
Total energy in Eh: -1471.87667
Net charge: 0
Kohn-Sham gap in eV: 8.002

[3]
Computed, not measured: the molecule C3H2ClNOS in a non-equilibrium geometry, with ωB97M-V/def2-TZVPD.

Each line ends with the natural charge from an NBO analysis.
Geometry (Å):
1 C 0.369 -0.289 0.505  -0.4179
2 C 0.483 -0.549 -0.953  0.0077
3 C -0.790 0.634 0.496  0.1902
4 H 0.131 -1.256 0.962  0.2762
5 H 1.178 -1.148 -1.533  0.2332
6 N -0.382 0.104 -1.655  -0.0548
7 O -1.182 0.832 -0.828  -0.3249
8 S -1.604 1.354 1.763  0.0361
9 Cl 1.797 0.318 1.243  0.0543

Computed properties:
M in u: 135.57
SMILES: S=C1ON=C[C@H]1Cl
Total energy in Eh: -1103.80945
Net charge: 0
Kohn-Sham gap in eV: 8.461

[4]
Computed, not measured: the molecule C3H2ClNOS in a non-equilibrium geometry, with ωB97M-V/def2-TZVPD.

Each line ends with the natural charge from an NBO analysis.
Geometry (Å):
1 C -0.049 0.912 -0.477  0.1502
2 C 0.927 0.117 0.014  -0.3758
3 C 0.284 -1.058 0.463  0.1473
4 H 1.984 0.309 0.114  0.2635
5 H -1.986 0.734 0.129  0.3925
6 N -1.268 0.281 -0.486  -0.2947
7 O -1.029 -1.010 0.019  -0.3169
8 S 0.823 -2.307 1.339  -0.0617
9 Cl -0.178 2.479 -1.083  0.0957

Computed properties:
M in u: 135.57
SMILES: S=c1cc(Cl)[nH]o1
Total energy in Eh: -1103.81640
Net charge: 0
Kohn-Sham gap in eV: 8.548

[5]
Computed, not measured: a structure of composition C3H2CrFO2 in a non-equilibrium geometry, with ωB97M-V/def2-TZVPD.

Each line ends with the natural charge from an NBO analysis.
Geometry (Å):
1 F -0.824 -0.787 1.368  -0.3818
2 O 1.232 -0.387 0.327  -0.5574
3 O -0.850 0.200 -0.632  -0.8917
4 C 1.582 0.744 1.048  0.1501
5 C 0.362 1.252 1.280  -0.3946
6 C -0.189 0.091 0.460  0.8298
7 H 2.625 1.046 1.137  0.1981
8 H -0.066 2.147 1.717  0.2243
9 Cr -0.629 -0.391 -2.357  0.8232

Computed properties:
M in u: 141.04
Multiplicity: 6
Total energy in Eh: -1410.20913
Expectation value of S²: 8.757
Net charge: 0
Kohn-Sham gap (alpha / beta) in eV: 7.257 / 8.047

[6]
Computed, not measured: a structure of composition C3H2DyO4 in a non-equilibrium geometry, with ωB97M-V/def2-TZVPD.

Each line ends with the Mulliken spin population.
Geometry (Å):
1 H -0.759 1.391 -2.558  0.0049
2 C 0.641 0.637 -3.465  -0.0010
3 C 0.177 0.860 -2.085  0.0142
4 O -0.081 -0.355 -1.496  -0.0187
5 C -0.124 -0.372 -0.139  -0.1891
6 O -0.130 0.699 0.510  -0.5541
7 O -0.060 -1.490 0.411  -0.1365
8 O 1.287 0.645 -4.380  -0.0001
9 Dy -0.215 -0.604 2.749  5.8831
10 H 0.920 1.489 -1.564  -0.0026

Computed properties:
M in u: 264.54
Multiplicity: 6
Total energy in Eh: -1300.18056
Expectation value of S²: 9.513
Net charge: +3
Kohn-Sham gap (alpha / beta) in eV: 5.580 / 11.435

[7]
Computed, not measured: a structure of composition C3H2EuO2 in a non-equilibrium geometry, with ωB97M-V/def2-TZVPD.

Each line ends with the Mulliken spin population.
Geometry (Å):
1 O -1.341 1.090 -0.914  0.0462
2 C -0.048 0.834 -0.503  -0.0182
3 C 0.102 -0.418 0.279  0.1050
4 C 1.032 -0.861 1.129  -0.0462
5 O 1.760 -1.790 1.390  -0.0100
6 Eu -2.396 -0.555 -0.100  6.9245
7 H 0.396 1.704 0.014  -0.0005
8 H 0.495 -0.003 -1.295  -0.0008

Computed properties:
M in u: 222.01
Multiplicity: 8
Total energy in Eh: -976.04671
Expectation value of S²: 15.783
Net charge: 0
Kohn-Sham gap (alpha / beta) in eV: 3.887 / 5.737

[8]
Computed, not measured: the molecule C3H2F2O in a non-equilibrium geometry, with ωB97M-V/def2-TZVPD.

Each line ends with the natural charge from an NBO analysis.
Geometry (Å):
1 C -1.346 -0.036 -0.003  -0.4939
2 C -0.209 0.671 -0.114  0.3633
3 C 1.355 -0.288 -0.001  0.8228
4 O 2.388 0.132 0.392  -0.5190
5 F 0.054 1.937 -0.412  -0.2956
6 F 1.279 -1.556 -0.403  -0.3234
7 H -2.320 0.144 0.101  0.2203
8 H -1.200 -1.005 0.439  0.2255

Computed properties:
M in u: 92.04
SMILES: C=C(F)C(=O)F
Total energy in Eh: -390.40784
Net charge: 0
Kohn-Sham gap in eV: 11.535

[9]
Computed, not measured: the molecule C3H2F2O in a non-equilibrium geometry, with ωB97M-V/def2-TZVPD.

Each line ends with the natural charge from an NBO analysis.
Geometry (Å):
1 C -1.467 0.983 -0.083  0.3360
2 C -0.552 1.100 -2.138  0.6027
3 C -0.139 0.223 -0.175  -0.2473
4 O 0.427 0.662 -1.398  -0.4663
5 F -2.461 0.144 0.123  -0.3332
6 F -0.084 1.680 -3.224  -0.3152
7 H 0.520 0.538 0.637  0.2268
8 H -0.231 -0.870 -0.184  0.1965

Computed properties:
M in u: 92.04
Total energy in Eh: -390.28858
Net charge: 0
Kohn-Sham gap in eV: 8.879

[10]
Computed, not measured: the molecule C3H2F2O in a non-equilibrium geometry, with ωB97M-V/def2-TZVPD.

Each line ends with the natural charge from an NBO analysis.
Geometry (Å):
1 C 1.239 0.289 0.003  0.8548
2 C -0.032 -0.400 -0.116  -0.4837
3 C -1.356 -0.082 -0.062  0.3727
4 H 0.196 -1.436 -0.047  0.2243
5 H -2.026 -0.905 0.507  0.0947
6 O -1.789 0.981 -0.159  -0.4759
7 F 1.257 1.663 0.000  -0.3089
8 F 2.511 -0.110 -0.127  -0.2780

Computed properties:
M in u: 92.04
SMILES: O=CC=C(F)F
Total energy in Eh: -390.39089
Net charge: 0
Kohn-Sham gap in eV: 9.578

[11]
Computed, not measured: a cluster of 2 separate species, C3H2F2OS in total in a non-equilibrium geometry, with ωB97M-V/def2-TZVPD.

Each line ends with the natural charge from an NBO analysis.
Geometry (Å):
1 C 3.254 0.083 -0.292  -0.4407
2 C 2.167 0.283 0.161  0.0923
3 C -1.529 -0.483 0.065  0.3733
4 O -1.224 2.235 0.173  -0.7633
5 F -1.621 -1.545 0.889  -0.3328
6 F -2.786 -0.160 -0.313  -0.3330
7 S -0.939 1.117 0.999  1.0071
8 H 3.706 -0.633 -0.961  0.2476
9 H -1.028 -0.897 -0.722  0.1494

Computed properties:
M in u: 124.11
Total energy in Eh: -788.39264
Net charge: 0
Kohn-Sham gap (alpha / beta) in eV: 9.189 / 6.558

[12]
Computed, not measured: the ion C3H2F5O2S with charge -1 in a non-equilibrium geometry, with ωB97M-V/def2-TZVPD.

Each line ends with the natural charge from an NBO analysis.
Geometry (Å):
1 C -1.244 -0.103 -0.014  -0.7314
2 C 0.235 -0.935 -0.458  0.6050
3 C 1.426 -0.503 0.463  0.9171
4 O -0.159 2.198 0.911  -1.0453
5 O -1.319 2.454 -1.305  -1.0344
6 F 0.040 -2.268 -0.428  -0.3377
7 F 0.431 -0.586 -1.774  -0.3386
8 F 1.009 -0.353 1.685  -0.2925
9 F 2.347 -1.482 0.492  -0.3350
10 F 1.981 0.651 -0.033  -0.3043
11 S -1.383 1.878 0.117  1.4799
12 H -1.392 -0.382 1.129  0.2055
13 H -1.971 -0.569 -0.786  0.2117

Computed properties:
M in u: 197.10
Total energy in Eh: -1163.54122
Net charge: -1
Kohn-Sham gap in eV: 7.400

The records above give, respectively, relative energy (zero: lowest compared OMol25 entry of this formula, charge and spin) values of 62.37, 14.54, 43.36, 39.00, 0.00, 0.00, 0.00, 33.15, 107.99, 43.79, 162.13, 0.61 kcal per mole.